One molecule with the formula C6H11NS. Source: OMol25; level of theory: ωB97M-V/def2-TZVPD.

Each line ends with the Löwdin charge.
Atoms and positions in Å:
C  1.4103  0.8325  1.5638  -0.076
C  0.5443  1.1204  0.3410  -0.376
C  -0.8581  0.5508  0.5881  -0.155
C  -1.1050  -0.4947  -0.4780  -0.740
C  -0.1557  -1.6216  -0.6173  -0.101
C  0.1004  -0.3929  -1.3902  -0.282
H  1.0304  1.4003  2.4456  0.086
H  2.4276  1.1444  1.3362  0.066
H  1.4576  -0.2692  1.8098  0.092
H  0.4429  2.1749  0.1104  0.133
H  -1.6033  1.3319  0.5493  0.101
H  -0.8855  0.1894  1.6274  0.117
H  -2.7456  -2.1010  -1.0755  -0.120
H  0.5820  -1.8152  0.1721  0.117
H  -0.4550  -2.5298  -1.1416  0.101
H  -0.0203  -0.2992  -2.4531  0.139
H  1.5227  1.0375  -1.5839  0.103
N  1.1267  0.4808  -0.8547  0.019
S  -2.8163  -0.7393  -0.9493  0.776

Cartesian forces, eV/Å:
C 0.2 0.0 0.4
C 0.5 -0.1 0.1
C 0.1 -0.3 0.6
C 0.0 0.6 0.2
C 1.1 -1.3 0.4
C 0.2 0.5 -0.8
H 0.3 -0.5 -0.5
H 0.2 0.1 0.2
H -0.3 1.1 -0.3
H 0.3 0.4 0.5
H -0.3 0.2 -0.3
H -0.2 -0.3 -0.4
H -0.1 0.8 0.1
H -0.4 0.1 -0.2
H -0.2 0.3 0.1
H -0.1 -0.5 -0.4
H -0.1 0.8 0.1
N -1.1 -1.3 0.4
S 0.1 -0.6 -0.3

Spin multiplicity ... 1
Maximum force ... 1.8 eV/Å
ΔE to the lowest compared entry with this formula, charge and spin ... 1.090 eV
Gap between HOMO and LUMO ... 9.094 eV